Entry 1:
Molecular formula: C36H34AsN4O9Rb
Method: DFT, the ωB97M-V functional and the def2-TZVPD basis

Element x y z (Å)
Rb: 0.615 2.179 -0.368
O: 2.378 0.190 2.242
C: 3.595 0.907 2.327
C: 3.379 2.323 2.840
N: 2.702 3.140 1.846
C: 3.626 3.866 0.972
C: 3.060 3.886 -0.465
O: 2.182 4.750 -0.704
O: 3.447 2.959 -1.216
C: 1.618 3.943 2.378
C: 0.448 3.121 2.966
O: 0.382 1.891 2.652
O: -0.351 3.738 3.685
H: 1.632 0.837 2.366
H: 4.076 0.958 1.341
H: 4.274 0.369 3.004
H: 4.347 2.766 3.130
H: 2.767 2.269 3.745
H: 4.570 3.322 0.951
H: 3.808 4.890 1.340
H: 1.235 4.563 1.563
H: 1.953 4.637 3.168
O: -1.281 2.666 -2.543
C: -1.515 2.188 -3.631
C: -1.264 0.827 -4.095
C: -1.774 0.510 -5.343
C: -1.634 -0.759 -5.878
C: -0.950 -1.761 -5.149
C: -0.424 -1.479 -3.931
C: -0.530 -0.166 -3.317
O: -0.015 0.070 -2.211
N: -2.181 -1.056 -7.161
O: -2.044 -2.191 -7.614
O: -2.776 -0.172 -7.777
H: -1.997 2.822 -4.411
H: -2.300 1.264 -5.916
H: -0.859 -2.747 -5.583
H: 0.099 -2.235 -3.360
N: -5.858 3.948 2.415
C: -4.607 3.698 1.833
C: -4.203 4.369 0.682
C: -2.966 4.067 0.139
N: -2.128 3.171 0.651
C: -2.521 2.531 1.753
C: -3.745 2.749 2.365
H: -6.201 4.881 2.241
H: -5.886 3.733 3.400
H: -4.838 5.117 0.219
H: -2.628 4.566 -0.764
H: -1.800 1.849 2.190
H: -3.998 2.211 3.271
C: -0.270 -4.057 4.587
C: 0.847 -3.251 4.411
C: 1.023 -2.542 3.231
C: 0.089 -2.643 2.199
C: -1.036 -3.442 2.389
C: -1.215 -4.145 3.575
As: 0.326 -1.531 0.590
C: 2.069 -2.216 0.024
C: 2.583 -3.458 0.387
C: 3.838 -3.857 -0.055
C: 4.591 -3.015 -0.861
C: 4.089 -1.772 -1.221
C: 2.835 -1.374 -0.779
C: -0.842 -2.598 -0.578
C: -2.050 -2.007 -0.940
C: -2.953 -2.677 -1.756
C: -2.653 -3.947 -2.226
C: -1.449 -4.542 -1.875
C: -0.550 -3.871 -1.055
H: -0.408 -4.605 5.512
H: 1.582 -3.161 5.202
H: 1.872 -1.879 3.109
H: -1.776 -3.532 1.604
H: -2.096 -4.763 3.704
H: 2.011 -4.111 1.036
H: 4.229 -4.825 0.237
H: 5.573 -3.323 -1.201
H: 4.673 -1.100 -1.838
H: 2.453 -0.401 -1.061
H: -2.270 -0.999 -0.608
H: -3.878 -2.193 -2.046
H: -3.345 -4.463 -2.881
H: -1.202 -5.529 -2.250
H: 0.391 -4.344 -0.801

Cartesian forces (eV/Å) of the 6 atoms listed first:
Rb 0.0 0.0 -0.1
O 0.1 0.0 0.0
C 0.0 0.0 0.0
C 0.0 0.0 0.0
N 0.0 -0.1 0.0
C 0.0 0.0 0.0

The calculation puts the HOMO energy at -2.8 eV. The total energy is -123767.5407 eV. As for the gap between HOMO and LUMO: 6.700 eV. The value obtained for the relative energy (zero: lowest compared OMol25 entry of this formula, charge and spin) is 55.5 kJ/mol. The total charge is -2.

Entry 2:
Molecular formula: C36H34AsN6PS7SbTi
Method: DFT, the ωB97M-V functional and the def2-TZVPD basis

Element x y z (Å)
Ti: -0.289 0.663 -1.081
N: -2.177 2.885 1.015
C: -2.665 1.783 0.456
N: -1.949 0.709 0.189
C: -2.738 -0.382 -0.124
C: -4.060 -0.130 -0.188
S: -4.380 1.533 0.216
C: -2.011 -1.689 -0.119
C: -2.754 -2.969 -0.594
S: -1.701 -3.736 -1.844
C: -0.444 -2.498 -1.584
N: -0.741 -1.518 -0.797
N: 0.711 -2.651 -2.227
H: -1.161 2.945 1.068
H: -2.633 3.770 0.861
H: -4.873 -0.801 -0.411
H: -3.750 -2.819 -1.006
H: 0.731 -3.283 -3.009
H: 1.305 -1.804 -2.286
S: -0.052 5.419 0.117
Sb: 0.623 3.690 -1.204
S: -1.342 2.625 -2.076
S: 1.109 1.871 0.331
S: 2.147 4.071 -2.875
S: 1.903 0.275 -2.348
C: 0.552 0.632 -3.337
N: 0.688 1.528 -4.354
C: -0.397 1.804 -5.181
C: -1.564 1.127 -4.995
C: -1.644 0.197 -3.954
N: -0.560 -0.071 -3.140
H: 1.433 2.219 -4.248
H: -0.246 2.569 -5.926
H: -2.426 1.331 -5.612
H: -2.552 -0.349 -3.735
C: -0.316 -1.322 4.395
C: 0.039 -2.647 5.051
As: -0.715 -2.925 6.865
C: -2.523 -2.328 6.387
C: -3.296 -3.252 5.685
C: -4.573 -2.931 5.251
C: -5.104 -1.680 5.532
C: -4.347 -0.755 6.236
C: -3.063 -1.076 6.657
C: -0.023 -1.354 7.796
C: 1.185 -0.764 7.437
C: 1.704 0.295 8.166
C: 1.031 0.766 9.283
C: -0.154 0.161 9.677
C: -0.671 -0.895 8.943
P: 0.220 -1.109 2.604
C: -0.564 -2.611 1.935
C: -0.024 -3.834 1.867
C: -0.775 -4.992 1.414
C: -2.026 -4.901 0.980
C: -2.721 -3.587 0.829
C: -1.948 -2.345 1.369
C: 1.991 -1.555 2.716
C: 2.621 -2.210 1.658
C: 3.994 -2.395 1.662
C: 4.762 -1.914 2.712
C: 4.150 -1.231 3.753
C: 2.776 -1.046 3.748
H: 0.097 -0.476 4.946
H: -1.400 -1.187 4.381
H: 1.121 -2.787 5.105
H: -0.355 -3.474 4.462
H: -2.883 -4.233 5.468
H: -5.154 -3.657 4.696
H: -6.104 -1.427 5.203
H: -4.754 0.225 6.452
H: -2.476 -0.334 7.184
H: 1.732 -1.139 6.579
H: 2.636 0.753 7.858
H: 1.435 1.594 9.852
H: -0.674 0.512 10.560
H: -1.591 -1.374 9.263
H: 0.990 -3.998 2.214
H: -0.301 -5.964 1.491
H: -2.586 -5.787 0.702
H: -3.738 -3.670 1.217
H: -2.534 -1.745 2.069
H: 2.030 -2.551 0.818
H: 4.467 -2.903 0.830
H: 5.837 -2.041 2.704
H: 4.746 -0.826 4.561
H: 2.321 -0.455 4.534

Cartesian forces (eV/Å) of the 6 atoms listed first:
Ti 0.4 0.0 -0.1
N 0.0 -0.1 0.0
C -0.5 -0.1 0.5
N -0.5 -0.3 0.5
C -0.5 0.0 0.4
C -0.1 -0.1 -0.1

The calculation puts the HOMO energy (spin up / spin down) at -3.1 / -4.5 eV. The total energy is -222456.7398 eV. As for the gap between HOMO and LUMO (spin up / spin down): 4.857 / 6.260 eV. Its multiplicity is 3. The value obtained for the relative energy (zero: lowest compared OMol25 entry of this formula, charge and spin) is 217.4 kJ/mol. The total charge is -1. As for the expectation value of S²: 2.03.

Entry 3:
Molecular formula: C36H34AuN4O4Te
Method: DFT, the ωB97M-V functional and the def2-TZVPD basis

Element x y z (Å)
Au: 1.657 0.675 -1.514
C: 1.098 1.189 -5.765
C: 0.731 0.647 -4.399
O: 1.248 1.268 -3.447
C: -0.117 -0.509 -4.325
C: -0.719 -0.995 -5.509
C: -1.440 -2.155 -5.553
C: -1.552 -2.932 -4.396
C: -1.004 -2.499 -3.226
C: -0.332 -1.248 -3.112
O: 0.024 -0.866 -1.947
H: 1.825 1.985 -5.626
H: 0.228 1.591 -6.277
H: 1.536 0.405 -6.377
H: -0.625 -0.418 -6.412
H: -1.902 -2.482 -6.470
H: -2.078 -3.874 -4.423
H: -1.084 -3.090 -2.329
O: 3.107 -0.984 -2.657
N: 4.067 -0.469 -3.239
C: 5.257 -0.898 -3.483
C: 5.767 -2.170 -3.109
N: 6.175 -3.201 -2.819
C: 6.158 -0.084 -4.213
N: 6.919 0.519 -4.822
C: -5.471 -2.803 3.788
C: -4.242 -2.227 3.152
C: -3.485 -1.252 3.785
C: -2.337 -0.731 3.200
C: -1.526 0.285 3.939
C: -1.960 -1.182 1.941
Te: -0.033 -0.338 0.961
N: 1.906 0.438 0.441
C: 3.191 0.215 0.693
O: 3.997 0.478 -0.215
C: 3.630 -0.181 2.052
C: 2.805 -0.890 2.917
C: 3.224 -1.193 4.198
C: 4.479 -0.799 4.631
C: 5.314 -0.105 3.770
C: 4.898 0.200 2.488
C: -0.781 1.641 0.801
C: -1.833 1.895 -0.076
C: -2.481 0.821 -0.890
C: -2.298 3.197 -0.223
C: -1.734 4.252 0.472
C: -2.241 5.654 0.325
C: -0.671 3.979 1.323
C: -0.182 2.694 1.500
C: 0.982 2.494 2.419
C: -2.667 -2.198 1.310
C: -2.248 -2.788 0.001
C: -3.817 -2.687 1.918
H: -5.639 -2.375 4.772
H: -5.371 -3.883 3.886
H: -6.347 -2.607 3.170
H: -3.784 -0.893 4.759
H: -1.901 0.415 4.951
H: -1.565 1.246 3.427
H: -0.485 -0.039 3.990
H: 1.827 -1.220 2.579
H: 2.567 -1.741 4.857
H: 4.804 -1.043 5.633
H: 6.294 0.197 4.107
H: 5.545 0.744 1.816
H: -1.937 -0.116 -0.780
H: -2.475 1.100 -1.943
H: -3.515 0.671 -0.580
H: -3.117 3.379 -0.904
H: -3.064 5.703 -0.384
H: -1.443 6.309 -0.024
H: -2.586 6.033 1.286
H: -0.212 4.796 1.862
H: 1.063 3.319 3.124
H: 1.903 2.451 1.838
H: 0.895 1.555 2.968
H: -1.260 -2.425 -0.279
H: -2.963 -2.524 -0.780
H: -2.219 -3.875 0.071
H: -4.382 -3.454 1.408

Cartesian forces (eV/Å) of the 6 atoms listed first:
Au -0.3 1.3 0.4
C 0.1 0.2 0.2
C -0.1 0.1 -0.5
O 0.1 0.0 -0.6
C 0.0 -0.2 0.4
C -0.1 -0.1 -0.2

The calculation puts the HOMO energy (spin up / spin down) at -7.6 / -7.5 eV. The total energy is -63011.4546 eV. As for the gap between HOMO and LUMO (spin up / spin down): 5.054 / 4.831 eV. Its multiplicity is 2. The value obtained for the relative energy (zero: lowest compared OMol25 entry of this formula, charge and spin) is 326.0 kJ/mol. The total charge is 0. As for the expectation value of S²: 0.77.

Entry 4:
Molecular formula: C36H34Br2Cl5N2O3Tc
Method: DFT, the ωB97M-V functional and the def2-TZVPD basis

Element x y z (Å)
Tc: -0.959 0.146 -0.875
O: -0.927 -1.154 1.544
C: -1.538 -2.372 1.502
C: -0.970 -3.492 2.096
C: -1.647 -4.700 2.093
C: -2.905 -4.801 1.513
C: -3.456 -3.680 0.918
C: -2.780 -2.462 0.879
C: -3.463 -1.357 0.112
O: -2.902 -0.070 0.396
N: -3.411 -1.514 -1.352
N: -2.196 -1.170 -1.916
C: -1.868 -1.698 -3.039
C: -0.729 -1.260 -3.835
Br: 0.247 0.237 -3.159
C: -0.321 -1.792 -4.990
C: -0.963 -2.864 -5.775
C: -2.338 -2.920 -6.002
C: -2.879 -3.951 -6.755
C: -2.054 -4.931 -7.289
C: -0.681 -4.864 -7.096
C: -0.138 -3.826 -6.357
H: -0.023 -1.238 1.874
H: -0.001 -3.408 2.574
H: -1.194 -5.563 2.562
H: -3.450 -5.734 1.533
H: -4.447 -3.745 0.479
H: -4.528 -1.355 0.346
H: -3.700 -2.449 -1.629
H: -2.457 -2.517 -3.439
H: 0.616 -1.420 -5.393
H: -2.983 -2.123 -5.653
H: -3.944 -3.974 -6.942
H: -2.481 -5.732 -7.877
H: -0.034 -5.612 -7.532
H: 0.935 -3.768 -6.217
C: 5.925 2.500 3.018
C: 5.558 1.179 2.344
C: 6.550 0.920 1.204
C: 5.678 0.055 3.380
C: 4.134 1.199 1.784
C: 3.652 0.090 1.093
C: 2.367 0.112 0.599
Br: 1.740 -1.451 -0.314
C: 1.497 1.200 0.751
O: 0.247 1.163 0.274
C: 1.958 2.318 1.452
C: 3.268 2.271 1.942
C: 1.153 3.601 1.748
C: -0.288 3.651 1.219
C: 1.074 3.777 3.272
C: 1.896 4.794 1.129
H: 6.948 2.447 3.392
H: 5.277 2.716 3.870
H: 5.872 3.341 2.323
H: 7.574 0.937 1.584
H: 6.464 1.679 0.425
H: 6.389 -0.056 0.743
H: 6.693 0.017 3.781
H: 5.458 -0.920 2.940
H: 4.988 0.213 4.211
H: 4.268 -0.786 0.940
H: 3.624 3.137 2.481
H: -0.915 2.867 1.645
H: -0.339 3.572 0.134
H: -0.705 4.618 1.509
H: 0.562 2.929 3.732
H: 0.514 4.684 3.513
H: 2.059 3.864 3.731
H: 1.975 4.679 0.046
H: 2.904 4.908 1.528
H: 1.349 5.717 1.334
Cl: -2.882 2.153 -1.493
C: -3.789 2.104 -0.014
C: -3.728 0.968 0.779
C: -4.403 0.932 1.991
Cl: -4.251 -0.442 3.006
C: -5.175 2.024 2.385
Cl: -6.020 1.974 3.871
C: -5.243 3.161 1.580
Cl: -6.180 4.507 2.069
C: -4.537 3.206 0.378
Cl: -4.589 4.603 -0.610

Cartesian forces (eV/Å) of the 6 atoms listed first:
Tc 0.4 0.0 0.2
O 0.1 0.0 0.0
C 0.0 0.1 0.0
C -0.1 -0.1 0.0
C 0.0 0.0 0.0
C 0.1 0.1 0.0

The calculation puts the HOMO energy (spin up / spin down) at -9.8 / -9.8 eV. The total energy is -251894.8825 eV. As for the gap between HOMO and LUMO (spin up / spin down): 6.451 / 6.072 eV. Its multiplicity is 4. The value obtained for the relative energy (zero: lowest compared OMol25 entry of this formula, charge and spin) is 53.9 kJ/mol. The total charge is +1. As for the expectation value of S²: 3.77.

Entry 5:
Molecular formula: C36H34BrF4N3O2PSeSn
Method: DFT, the ωB97M-V functional and the def2-TZVPD basis

Element x y z (Å)
Sn: 0.254 1.162 0.812
N: 0.123 0.052 3.091
C: -0.945 -0.940 3.271
C: -2.262 -0.234 3.534
C: -2.835 0.471 2.305
N: -1.978 1.576 1.815
H: 1.031 -0.407 3.138
H: 0.106 0.717 3.861
H: -0.711 -1.612 4.101
H: -1.023 -1.546 2.364
H: -2.130 0.486 4.349
H: -2.997 -0.970 3.863
H: -3.832 0.840 2.563
H: -2.941 -0.247 1.489
H: -1.849 2.259 2.558
H: -2.474 2.060 1.071
F: -4.346 -0.627 -5.823
C: -3.452 -0.077 -5.022
C: -2.676 0.984 -5.462
F: -2.828 1.454 -6.690
C: -1.736 1.546 -4.614
F: -0.986 2.535 -5.092
C: -1.551 1.101 -3.310
P: -0.294 1.841 -2.176
C: 1.233 1.611 -3.134
C: 1.381 0.602 -4.080
C: 2.593 0.445 -4.735
C: 3.660 1.278 -4.438
C: 3.526 2.261 -3.466
C: 2.321 2.422 -2.806
C: -0.620 3.636 -2.281
C: -0.056 4.500 -3.216
C: -0.313 5.859 -3.134
C: -1.121 6.368 -2.126
C: -1.694 5.511 -1.200
C: -1.439 4.151 -1.275
C: -2.349 0.033 -2.890
Br: -2.222 -0.677 -1.150
C: -3.275 -0.557 -3.735
F: -3.999 -1.589 -3.319
H: 0.556 -0.057 -4.317
H: 2.698 -0.328 -5.484
H: 4.595 1.166 -4.968
H: 4.360 2.907 -3.228
H: 2.216 3.190 -2.047
H: 0.573 4.123 -4.008
H: 0.136 6.523 -3.860
H: -1.303 7.432 -2.067
H: -2.328 5.900 -0.414
H: -1.876 3.473 -0.547
C: 0.476 -8.069 -2.368
C: -0.193 -6.850 -1.801
C: -1.577 -6.751 -1.817
C: -2.216 -5.615 -1.342
C: -1.470 -4.592 -0.800
C: -0.076 -4.696 -0.721
N: 0.588 -3.618 -0.119
C: 1.613 -3.608 0.781
C: 2.032 -4.790 1.420
C: 3.089 -4.783 2.302
C: 3.761 -3.601 2.601
C: 3.310 -2.415 2.064
C: 2.241 -2.382 1.164
C: 1.748 -1.043 0.741
O: 2.245 -0.012 1.270
O: 0.760 -0.910 -0.051
C: 0.582 -5.803 -1.281
C: 2.078 -5.836 -1.426
H: -0.259 -8.810 -2.675
H: 1.140 -8.526 -1.633
H: 1.080 -7.812 -3.240
H: -2.166 -7.564 -2.222
H: -3.294 -5.536 -1.385
H: -1.950 -3.711 -0.393
H: 0.255 -2.686 -0.341
H: 1.493 -5.704 1.216
H: 3.399 -5.710 2.765
H: 4.616 -3.611 3.261
H: 3.784 -1.479 2.325
H: 2.534 -6.573 -0.761
H: 2.517 -4.865 -1.217
H: 2.343 -6.118 -2.446
Se: 1.236 3.564 1.323

Cartesian forces (eV/Å) of the 6 atoms listed first:
Sn 1.9 1.4 0.8
N 0.4 -0.1 -0.8
C -0.3 -0.1 0.2
C 0.0 0.1 -0.4
C -0.1 -0.3 0.3
N -0.1 -0.5 -0.5

The calculation puts the HOMO energy (spin up / spin down) at -9.9 / -9.9 eV. The total energy is -207823.1254 eV. As for the gap between HOMO and LUMO (spin up / spin down): 4.978 / 4.977 eV. The total charge is +1.